Record 1
{
  "formula": "C24H37F8NO9PS",
  "method": "the ωB97M-V functional and the def2-TZVPD basis",
  "elements": ["C", "C", "C", "C", "C", "C", "C", "P", "O", "O", "O", "C", "N", "S", "O", "O", "C", "F", "F", "C", "F", "F", "C", "F", "F", "F", "C", "C", "C", "C", "F", "C", "H", "H", "H", "H", "H", "H", "H", "H", "H", "H", "H", "H", "H", "H", "H", "H", "H", "H", "H", "H", "H", "H", "H", "H", "H", "O", "C", "O", "C", "C", "C", "H", "H", "H", "H", "H", "H", "O", "C", "O", "C", "C", "C", "H", "H", "H", "H", "H", "H"],
  "positions_angstrom": [[-1.58656, 0.13190, 3.15567], [-2.93147, -0.22020, 2.42384], [-3.23799, -1.73952, 2.59065], [-2.79116, 0.13511, 0.93683], [-2.75816, 1.66585, 0.67756], [-1.44920, 2.22296, 0.05672], [-0.75850, 3.52478, 0.63295], [-0.41545, 3.57044, 2.44172], [-1.59303, 3.61333, 3.27269], [0.40831, 4.94211, 2.66164], [0.64500, 2.43249, 2.85877], [-0.38163, 1.28165, -0.42011], [0.01889, 1.38107, -1.63432], [1.10905, 0.19803, -2.24735], [0.86957, 0.05695, -3.61611], [0.87116, -1.00566, -1.55231], [2.89534, 0.65083, -2.04115], [3.54618, -0.38120, -2.48867], [3.20087, 1.63304, -2.84771], [3.36883, 0.88652, -0.57873], [2.49112, 1.59443, 0.15407], [3.58662, -0.27199, -0.00577], [4.72566, 1.67900, -0.54668], [5.19076, 1.55888, 0.66446], [5.60654, 1.17635, -1.36166], [4.51873, 2.93564, -0.80606], [-0.65314, 2.53798, -2.27286], [0.13462, 3.75146, -2.83349], [1.49882, 4.07130, -2.17927], [2.47000, 4.55419, -3.26903], [1.30086, 5.17933, -1.35849], [-1.91335, 2.74443, -1.40067], [-1.72101, 0.98595, 3.81512], [-0.75984, 0.24297, 2.44811], [-1.35260, -0.74215, 3.77214], [-3.74489, 0.39960, 2.80691], [-3.81117, -1.94607, 3.49298], [-2.31629, -2.33727, 2.67728], [-3.77015, -2.06984, 1.69325], [-1.97193, -0.44362, 0.48728], [-3.71114, -0.23805, 0.47275], [-2.91638, 2.18310, 1.62974], [-3.59682, 1.94289, 0.04478], [0.21965, 3.59212, 0.14232], [-1.39810, 4.37642, 0.41487], [0.53507, 5.36956, 1.79978], [0.66827, 1.73868, 2.18576], [0.00416, 0.52251, 0.26136], [-1.08548, 2.11462, -3.18706], [0.21360, 3.68817, -3.91431], [-0.49075, 4.62766, -2.65132], [1.90910, 3.23449, -1.61572], [2.30277, 5.61251, -3.45996], [3.47505, 4.49011, -2.84350], [2.42295, 3.95045, -4.17197], [-2.24144, 3.77645, -1.42885], [-2.61463, 2.03188, -1.82722], [-0.42064, -2.86819, 3.96364], [0.33295, -3.13567, 3.07493], [0.70229, -2.23486, 2.11348], [1.52424, -2.88965, 1.13011], [2.09437, -4.11157, 1.83115], [0.97565, -4.47491, 2.80180], [0.89538, -3.15631, 0.27680], [2.30171, -2.20346, 0.79493], [2.36228, -4.91359, 1.14536], [2.99037, -3.83488, 2.39004], [0.23520, -5.13250, 2.34190], [1.35802, -4.91501, 3.71849], [-0.93572, -6.38631, 0.66786], [-1.21471, -5.66570, -0.24305], [-1.54419, -4.35419, -0.07872], [-1.93129, -3.78733, -1.34169], [-1.29264, -4.68001, -2.39412], [-1.30211, -6.04224, -1.70728], [-3.02192, -3.78773, -1.40149], [-1.57601, -2.75881, -1.39925], [-1.81605, -4.66163, -3.34827], [-0.26180, -4.36544, -2.57070], [-2.23609, -6.57963, -1.87673], [-0.45455, -6.65499, -2.00084]],
  "forces_ev_per_a": [[-1.39, -0.72, 0.48], [1.48, -0.49, -0.04], [0.34, 0.55, -0.46], [-1.23, -0.04, 0.04], [0.95, -0.46, 1.37], [-1.23, 1.93, -2.89], [0.78, -1.65, 0.91], [0.70, 1.17, 1.03], [-1.37, -0.59, 0.31], [-0.02, -0.67, -1.24], [-0.19, 0.37, -1.22], [-0.82, -0.78, 2.43], [0.34, 1.32, 1.25], [-0.42, -2.56, -1.13], [-0.13, 1.73, -2.09], [0.17, 0.05, 2.31], [0.23, 0.35, 1.09], [0.15, -1.75, -0.36], [-0.31, 1.61, -0.43], [1.19, 0.85, -0.56], [-0.71, 0.12, -0.03], [-0.24, -0.91, 0.38], [-0.65, -0.83, 0.60], [0.35, 0.03, 1.42], [0.58, -0.52, -1.22], [-0.32, 1.49, -0.53], [-1.55, 0.36, -3.36], [0.36, -0.19, 1.42], [-0.52, 0.98, -2.28], [0.68, -0.40, 1.10], [0.08, -0.37, 0.91], [2.06, -1.13, 0.49], [0.39, 0.22, -0.22], [-0.01, 0.10, 0.06], [0.32, 0.39, -0.02], [-0.02, -0.16, 0.13], [-0.14, 0.06, -0.10], [-0.32, 0.37, -0.18], [-0.24, -0.26, 0.31], [0.05, 0.14, 0.03], [0.20, -0.04, -0.26], [0.06, -0.10, -0.02], [0.16, 0.08, -0.13], [-0.18, 0.55, -0.14], [0.13, 0.07, 0.04], [0.32, 0.28, 0.40], [0.20, -0.21, 0.53], [0.18, -0.21, -0.38], [0.35, -0.15, 0.01], [0.20, -0.34, 0.02], [0.00, -0.04, 0.01], [-0.04, 0.24, 0.34], [-0.31, -0.11, -0.24], [0.07, 0.03, -0.29], [0.00, 0.08, -0.02], [-0.29, -0.10, 0.10], [-0.51, 0.30, 0.33], [0.19, 0.30, -0.17], [-0.27, -0.53, 0.26], [-0.02, 0.12, 0.01], [0.16, -0.13, -0.19], [0.08, -0.19, 0.04], [0.48, 0.20, -0.22], [-0.02, -0.01, 0.06], [-0.16, 0.09, 0.10], [-0.06, 0.04, -0.04], [0.01, 0.02, -0.05], [-0.05, -0.01, 0.10], [-0.27, -0.04, 0.08], [0.12, 0.33, 0.16], [-0.20, -0.50, -0.07], [0.16, 0.00, 0.02], [-0.07, 0.09, -0.17], [0.01, -0.09, -0.18], [0.19, 0.53, -0.20], [0.01, -0.03, 0.02], [0.02, 0.00, 0.21], [-0.04, 0.04, 0.05], [-0.02, 0.02, 0.00], [0.05, -0.10, 0.05], [-0.13, -0.23, 0.14]],
  "homo_ev": -12.15,
  "lumo_energy_ev": -5.45,
  "total_charge": 1,
  "orbital_gap_ev": 6.695
}

Record 2
{
  "formula": "C40H104N2O24",
  "method": "the ωB97M-V functional and the def2-TZVPD basis",
  "elements": ["C", "C", "C", "C", "C", "C", "N", "O", "C", "C", "C", "H", "H", "H", "H", "H", "H", "H", "H", "H", "H", "H", "H", "H", "H", "H", "H", "H", "H", "H", "C", "C", "C", "C", "C", "C", "N", "O", "C", "C", "C", "H", "H", "H", "H", "H", "H", "H", "H", "H", "H", "H", "H", "H", "H", "H", "H", "H", "H", "H", "C", "C", "O", "O", "H", "H", "H", "H", "H", "H", "C", "C", "O", "O", "H", "H", "H", "H", "H", "H", "C", "C", "O", "O", "H", "H", "H", "H", "H", "H", "C", "C", "O", "O", "H", "H", "H", "H", "H", "H", "C", "C", "O", "O", "H", "H", "H", "H", "H", "H", "C", "C", "O", "O", "H", "H", "H", "H", "H", "H", "C", "C", "O", "O", "H", "H", "H", "H", "H", "H", "C", "C", "O", "O", "H", "H", "H", "H", "H", "H", "C", "C", "O", "O", "H", "H", "H", "H", "H", "H", "C", "C", "O", "O", "H", "H", "H", "H", "H", "H", "C", "C", "O", "O", "H", "H", "H", "H", "H", "H"],
  "positions_angstrom": [[-0.83981, -2.42014, 0.36562], [0.07791, -1.57613, 1.17288], [1.23704, -1.26092, 0.21048], [1.06633, -0.11589, -0.84051], [0.57458, 1.10710, 0.00355], [-0.67644, 0.86724, 0.88373], [-0.52914, -0.32242, 1.79927], [-1.69678, -0.62128, 2.58903], [-0.80625, 2.07251, 1.80014], [-1.93452, 0.76069, -0.01403], [0.63652, -2.35833, 2.35745], [-1.73923, -2.67287, 0.92711], [-0.56726, -3.44990, 0.13448], [-1.24771, -1.94889, -0.52861], [2.18206, -1.00101, 0.68742], [1.53031, -2.20983, -0.23860], [0.36283, -0.47004, -1.59401], [1.95126, 0.18791, -1.39972], [0.46345, 1.87976, -0.75720], [1.45445, 1.49071, 0.52005], [0.07880, 2.25221, 2.41047], [-1.06029, 2.96635, 1.23039], [-1.59218, 1.89260, 2.53366], [-2.36785, 1.72340, -0.28518], [-1.65566, 0.17459, -0.88971], [-2.63409, 0.14242, 0.54850], [-0.09206, -2.69593, 3.09453], [1.37688, -1.78851, 2.91895], [1.12304, -3.25566, 1.97509], [-1.43230, -0.21230, 3.41631], [1.32225, 5.76114, -6.23763], [0.31276, 6.32285, -5.12556], [-1.03969, 6.71346, -5.74230], [-2.20790, 6.91043, -4.83543], [-2.29784, 5.67365, -3.92174], [-1.00893, 5.30795, -3.15008], [0.14583, 5.23950, -4.10849], [1.28301, 4.66283, -3.68497], [-0.87446, 6.41311, -2.08991], [-1.18290, 3.94425, -2.52276], [1.08208, 7.58166, -4.50647], [1.53816, 6.47900, -7.02893], [0.79120, 4.93591, -6.71204], [2.30913, 5.40967, -5.93655], [-0.91696, 7.64992, -6.28644], [-1.39346, 5.99762, -6.48427], [-3.14809, 7.08655, -5.35805], [-2.09875, 7.85208, -4.29739], [-2.65465, 4.80380, -4.47322], [-3.09624, 5.88007, -3.20896], [0.09821, 6.33480, -1.60423], [-0.97226, 7.46233, -2.36859], [-1.65099, 6.20074, -1.35506], [-0.33522, 3.58012, -1.94229], [-1.99272, 3.92096, -1.79355], [-1.39602, 3.21349, -3.30294], [0.53865, 7.99928, -3.65890], [1.27524, 8.38087, -5.22205], [2.04541, 7.21713, -4.14981], [1.61760, 5.28946, -3.03923], [2.27369, -2.82808, -4.30023], [2.90076, -1.49748, -3.76968], [4.08711, -1.05852, -4.41074], [3.23539, -3.93930, -4.18411], [1.95871, -2.84851, -5.34352], [1.40310, -3.11453, -3.71021], [3.26969, -1.69548, -2.76331], [2.25149, -0.62243, -3.79877], [4.14658, -1.11310, -5.36734], [3.89517, -3.74810, -4.85473], [4.92596, 2.64980, -1.06188], [5.25620, 2.78307, -2.46229], [6.56253, 3.30067, -2.63059], [5.05990, 3.75008, -0.24534], [5.60082, 1.93655, -0.58867], [4.01875, 2.06630, -0.90502], [4.52557, 3.44580, -2.92605], [5.26384, 1.84113, -3.01074], [7.16014, 2.54969, -2.65313], [5.99391, 3.90701, -0.08850], [-5.01245, -2.20071, -2.94085], [-3.66938, -1.54946, -2.70861], [-2.55323, -2.29953, -3.12537], [-6.00729, -1.23270, -3.10242], [-5.12493, -2.91986, -2.12951], [-4.81006, -2.77477, -3.84506], [-3.61135, -1.25243, -1.66147], [-3.48009, -0.60508, -3.21893], [-1.76272, -1.77724, -3.28001], [-6.13111, -1.25459, -4.05415], [0.66140, 1.19632, -5.37501], [-0.35164, 0.65088, -4.28399], [-0.12187, -0.70405, -4.04968], [0.34909, 2.54863, -5.70083], [0.56988, 0.68755, -6.33464], [1.67315, 1.10588, -4.97968], [-1.39701, 0.59641, -4.58783], [-0.25479, 1.27743, -3.39734], [-0.07528, -1.08476, -4.92973], [0.60482, 3.12772, -4.97912], [1.28763, 0.88446, 5.39438], [0.10602, 0.23939, 6.07296], [-1.13395, 0.61288, 5.45089], [1.56673, 2.10498, 6.04353], [1.07916, 1.06866, 4.34048], [2.18582, 0.27288, 5.30884], [0.15791, 0.41974, 7.14668], [0.17400, -0.84205, 5.95480], [-1.32160, 1.52471, 5.68530], [0.66833, 2.40251, 6.20464], [1.95903, -3.36876, 6.06177], [2.79442, -4.35270, 5.25983], [2.05861, -5.22710, 4.40380], [1.25392, -4.06953, 7.02446], [1.23927, -2.85436, 5.42503], [2.53480, -2.60997, 6.59168], [3.36279, -5.00062, 5.92710], [3.57747, -3.84445, 4.69713], [1.40511, -5.73621, 4.88892], [1.78468, -4.29783, 7.79112], [0.78039, -6.04952, -0.22192], [1.07972, -5.44159, -1.62845], [2.39593, -5.05805, -1.90373], [-0.41788, -6.75587, -0.25612], [0.75953, -5.27450, 0.54425], [1.60590, -6.73675, -0.03657], [0.46711, -4.54034, -1.65228], [0.62902, -6.00140, -2.44795], [2.48800, -4.67343, -2.77848], [-0.29088, -7.54743, -0.78423], [-4.29418, 2.29775, 3.46351], [-5.19179, 2.08664, 2.26786], [-5.93093, 3.28373, 2.12332], [-5.07008, 2.25194, 4.66399], [-3.65059, 3.17536, 3.40267], [-3.46904, 1.58554, 3.46256], [-5.81114, 1.19422, 2.35782], [-4.63548, 1.89562, 1.35018], [-6.64158, 3.31953, 2.76776], [-4.50006, 2.30427, 5.43467], [-1.64970, -4.68118, 5.32155], [-1.55190, -6.15070, 5.62955], [-0.19599, -6.54292, 5.91303], [-1.25349, -3.99333, 6.49464], [-2.65270, -4.39560, 5.00449], [-0.94081, -4.45921, 4.52385], [-1.97742, -6.64226, 4.75468], [-2.06973, -6.09770, 6.58723], [-0.05342, -6.23534, 6.81118], [-0.29416, -3.96143, 6.51076], [-5.02248, -2.71280, 1.16062], [-4.78879, -2.11130, 2.58584], [-5.85830, -2.45157, 3.38016], [-4.50952, -4.05587, 0.98842], [-4.54708, -2.07289, 0.41724], [-6.07598, -2.75782, 0.88458], [-4.83582, -1.04168, 2.38141], [-3.78417, -2.47931, 2.79422], [-6.03933, -3.38176, 3.22662], [-3.67778, -4.15641, 0.51970], [5.32873, -2.88330, 2.36806], [4.76763, -1.42900, 2.16570], [5.65022, -0.52343, 2.76981], [5.78134, -3.08621, 3.68696], [6.13887, -3.03222, 1.65420], [4.43186, -3.42664, 2.07055], [3.86878, -1.30868, 2.77043], [4.46872, -1.16130, 1.15224], [5.22294, 0.33621, 2.77628], [6.45727, -2.40941, 3.76855]],
  "forces_ev_per_a": [[-2.82, -0.97, 0.00], [0.36, 1.00, 1.01], [1.86, 0.84, -0.67], [-1.44, -0.64, 1.72], [0.73, -1.00, -1.43], [-0.39, 0.40, 0.16], [1.77, -0.22, -1.52], [0.67, 0.27, -1.36], [-0.39, 0.12, 0.51], [0.65, -0.85, 0.49], [0.37, -0.58, -0.02], [-0.37, 0.45, 0.50], [1.04, 0.26, -0.25], [0.40, 0.05, -0.22], [-0.14, 0.20, 0.92], [-0.35, -0.18, -0.35], [-0.34, 0.39, -0.06], [0.33, -0.38, 0.33], [-0.99, 0.43, 0.25], [-0.09, -0.29, 0.77], [0.30, -0.03, -0.29], [0.07, 0.08, 0.04], [-0.27, 0.09, -0.16], [0.07, -0.08, -0.04], [-0.24, 0.23, -0.30], [-0.42, 0.27, -0.08], [-0.40, 0.12, -0.29], [0.10, 0.23, -0.20], [0.15, -0.15, 0.10], [-0.17, -0.02, 0.61], [-1.51, 0.04, -0.07], [2.46, 0.35, 0.29], [0.15, 0.30, -1.25], [0.23, -0.33, 1.31], [-0.57, 0.27, -0.12], [0.35, 1.37, -0.79], [-3.92, 0.87, -2.47], [1.21, -0.18, 1.15], [0.49, -0.55, 0.85], [-0.07, -0.49, 0.46], [-0.84, -0.98, 0.07], [-0.36, 0.40, 0.12], [0.20, -0.21, -0.08], [-0.30, 0.03, 0.70], [0.42, 0.01, -0.24], [0.56, -0.42, -0.13], [0.07, -0.44, -0.36], [0.20, -0.11, 0.59], [0.18, -0.03, -0.38], [0.09, -0.20, 0.41], [0.09, -0.04, 0.34], [-0.18, -0.30, -0.53], [0.12, 0.17, 0.28], [0.36, 0.25, -0.23], [-0.32, 0.23, -0.20], [-0.03, 0.00, -0.02], [0.05, 0.10, -0.08], [-0.11, -0.18, -0.17], [0.12, 0.11, 0.06], [0.92, -0.03, 0.55], [1.15, -0.19, 0.26], [0.10, -0.41, -0.64], [1.23, -0.28, -0.19], [-0.90, 1.36, -0.28], [-0.08, 0.63, -0.16], [0.07, 0.20, 0.19], [-0.48, -0.02, 0.20], [-0.63, -0.65, 0.32], [-0.65, -0.09, -0.07], [0.34, -0.25, 0.13], [0.78, -3.02, 2.35], [0.29, 0.35, -1.92], [0.43, 0.66, -0.04], [-0.94, 1.76, 0.38], [0.63, -0.72, -0.43], [-0.85, 0.85, -0.08], [0.23, 0.27, -0.34], [-0.77, -0.32, 0.27], [0.12, 0.06, 0.00], [0.01, 0.05, -0.20], [2.32, -0.70, -0.55], [1.49, 2.13, 0.40], [-0.16, -2.05, 0.18], [-0.44, -0.36, -0.13], [-0.86, 0.15, 0.10], [-0.61, -0.32, -0.25], [0.24, -0.23, 0.49], [-1.28, 0.44, -0.33], [-0.05, 0.48, 0.12], [-0.50, 0.53, 0.03], [-1.58, 0.91, 0.74], [0.03, 0.76, -1.65], [0.94, -1.40, 0.85], [0.09, -0.61, -0.10], [0.03, -0.47, 0.17], [0.15, -0.13, -0.04], [-0.14, 1.47, -0.48], [0.10, -0.42, 0.26], [-0.02, -0.43, -0.04], [0.04, 0.29, 0.22], [0.35, -0.12, -0.71], [0.24, -1.39, -0.86], [0.26, 0.03, 0.42], [0.04, 0.25, 0.01], [-0.54, 0.01, -0.24], [0.11, -0.13, 0.83], [-0.31, 0.28, 0.08], [-0.23, -0.07, -0.05], [-0.21, 0.11, -0.05], [0.25, 0.92, 0.35], [1.09, 0.05, -0.56], [0.40, -0.52, -0.24], [0.36, 1.12, -0.47], [-1.08, -0.80, 1.28], [-0.10, -0.08, -0.13], [0.52, 0.18, -0.45], [0.09, 0.13, 0.60], [-0.30, 0.09, -0.45], [-0.32, -0.14, 0.51], [0.16, 0.10, -0.11], [1.96, -0.32, -1.69], [-1.45, 1.53, 0.02], [0.58, -0.69, 1.26], [-1.00, 0.05, 0.31], [-0.16, -0.16, -0.02], [0.26, 0.03, 0.52], [-0.38, 0.45, 0.00], [0.18, -0.91, 0.14], [0.11, -0.24, -0.11], [-0.01, -0.01, -0.03], [1.30, -1.01, 0.37], [0.23, 0.63, 0.55], [-0.55, 0.12, -0.89], [-0.05, 0.09, -0.54], [-0.81, 0.95, -0.28], [-0.34, -1.13, 0.23], [-0.26, 0.03, 0.48], [0.30, 0.45, 0.02], [0.07, -0.17, 0.16], [0.07, -0.01, -0.08], [1.29, 0.25, -0.10], [-0.01, 1.29, 0.18], [-0.51, -0.11, -0.58], [-1.11, 0.62, -0.26], [-0.06, 0.03, 0.20], [-0.05, 0.22, -0.41], [0.08, -0.92, 0.58], [-0.75, -1.40, -0.17], [0.26, 0.05, 0.07], [0.07, -0.10, 0.39], [1.20, -0.20, -0.68], [-0.28, -0.45, -3.68], [-0.40, -0.33, 1.44], [-0.82, -0.15, 0.71], [0.14, 0.22, -0.05], [-0.14, 0.04, 0.33], [0.39, 0.17, 0.66], [0.06, 0.27, 1.03], [-0.09, -0.18, 0.19], [0.03, 0.66, 0.02], [-0.95, 2.09, -1.17], [-0.39, -0.65, 1.51], [1.17, 0.71, -0.35], [-0.51, -0.17, -0.46], [-0.01, -0.27, -0.12], [0.41, -1.02, 0.49], [-0.61, -0.66, -0.09], [0.49, -0.30, -0.39], [0.17, 0.12, 0.11], [0.18, 0.16, 0.48]],
  "homo_ev": -8.52,
  "lumo_energy_ev": 0.10,
  "orbital_gap_ev": 8.614
}